[1]
DFT (ωB97M-V/def2-TZVPD) results for a cluster of 9 separate species, C51H40O17 in total at a distorted geometry.

Structure (SMILES): O=C1C=CC(=O)C=C1.O=C1C=CC(=O)C=C1.O=C1C=CC(=O)C=C1.O=C1C=CC(=O)C=C1.O=C1C=CC(=O)C=C1.O=C1C=CC(=O)C=C1.O=C1C=CC(=O)C=C1.O=C1C=CC(=O)C=C1.CC(C)O
Charge: 0
Calculated total energy in eV: -88308.8711
Gap between HOMO and LUMO in eV: 6.78

```
108
Properties=species:S:1:pos:R:3:forces:R:3:mulliken_charge:R:1
C 1.587 1.126 0.396 -2.49 0.69 -0.57 -2.35
C 0.256 0.298 0.407 1.93 0.24 -5.39 1.61
C -0.384 0.006 -1.054 1.88 0.95 4.13 -2.23
O 0.808 -0.917 0.844 -0.22 -1.63 -1.98 -0.57
H 2.447 0.683 -0.018 0.57 -1.04 -1.18 0.71
H 1.797 1.154 1.410 0.88 0.95 1.75 0.88
H 1.504 2.115 0.026 -0.27 1.09 -0.35 0.16
H -0.538 0.683 1.011 0.18 -0.05 0.21 0.09
H -0.663 0.971 -1.233 -1.61 2.32 -1.39 0.39
H -1.139 -0.673 -0.859 -2.01 -1.15 -0.02 0.92
H 0.274 -0.317 -1.774 1.75 -0.80 -1.40 0.29
H 0.286 -1.509 0.354 -0.42 -1.72 -0.82 -0.05
C -7.112 -3.166 -1.154 4.07 -3.01 -2.46 -0.47
C -6.099 -4.154 -1.676 -2.67 4.19 1.28 -0.64
C -4.538 -3.849 -1.518 -3.17 0.52 2.34 0.45
O -3.656 -4.615 -1.749 0.54 -1.30 -1.06 -0.47
C -4.240 -2.615 -0.756 -6.33 4.02 0.15 0.58
C -5.303 -1.650 -0.344 7.46 -1.80 -1.45 0.00
C -6.702 -1.819 -0.603 0.31 -2.02 0.83 0.01
O -7.457 -0.947 -0.291 -1.56 0.72 -0.21 -0.51
H -8.188 -3.281 -1.265 0.24 -0.40 -0.08 0.38
H -6.448 -5.016 -2.280 0.39 0.46 0.79 0.38
H -3.368 -2.105 -0.998 2.18 0.22 0.45 -0.05
H -4.815 -0.646 -0.039 -1.60 -1.67 -0.30 0.32
C -4.087 2.192 -3.214 3.70 1.46 -7.01 -0.24
C -2.781 2.878 -3.739 -5.78 -2.90 6.22 -0.52
C -1.875 3.486 -2.610 -0.28 0.00 -5.06 0.28
O -0.943 4.183 -3.047 -1.06 -1.01 1.97 -0.60
C -2.259 3.200 -1.249 -2.20 -1.34 2.43 0.23
C -3.488 2.536 -0.918 5.39 2.34 0.02 -0.01
C -4.430 1.967 -1.811 -0.45 1.20 -3.06 0.14
O -5.515 1.496 -1.572 -0.33 -0.65 1.25 -0.58
H -4.907 1.770 -4.093 2.57 1.25 2.87 0.18
H -2.554 2.980 -4.758 0.21 0.22 -1.11 0.56
H -1.458 3.549 -0.494 -1.91 -0.71 -1.04 0.13
H -3.665 2.373 0.089 -0.32 -0.21 2.03 0.72
C 4.616 -3.971 1.352 4.40 11.54 9.08 -1.07
C 5.632 -3.390 2.479 -5.80 -0.26 -6.04 -0.81
C 5.519 -1.858 2.750 3.45 -2.59 3.98 0.45
O 6.243 -1.343 3.643 -1.22 -1.14 -2.32 -0.59
C 4.449 -1.149 2.222 -5.49 1.05 -2.69 0.45
C 3.416 -1.769 1.457 1.53 3.48 -1.69 -0.04
C 3.659 -3.087 0.707 0.99 0.94 0.94 0.07
O 3.251 -3.366 -0.405 -0.63 0.57 0.53 -0.50
H 4.704 -4.811 1.013 1.10 -9.62 -3.34 1.03
H 6.358 -4.008 2.953 0.45 -0.21 0.19 0.48
H 4.266 -0.077 2.625 0.65 -1.95 -0.99 0.41
H 2.578 -1.051 0.935 2.25 -2.36 1.87 0.19
C 1.131 1.195 5.697 -4.65 2.45 -8.46 -0.96
C 0.073 1.707 4.775 5.06 -3.42 1.99 -0.79
C 0.074 1.175 3.371 -3.84 2.54 -1.97 0.74
O -0.830 1.580 2.490 3.48 -0.90 4.95 -0.59
C 1.040 0.155 3.006 3.14 -1.33 3.76 -0.81
C 2.017 -0.361 3.905 -1.01 1.81 -2.66 0.58
C 2.183 0.312 5.234 -1.52 -2.66 -0.16 -0.23
O 2.883 -0.233 6.048 1.51 0.12 0.91 -0.55
H 0.920 1.486 6.607 0.07 1.13 4.96 0.65
H -0.696 2.307 5.183 -0.76 0.52 0.03 0.62
H 0.986 -0.256 2.010 -0.05 -0.14 2.54 0.12
H 2.812 -1.168 3.587 -2.26 1.81 1.07 0.97
C 0.152 6.020 3.632 7.15 -2.71 -4.71 -0.36
C 0.678 5.178 2.439 -4.74 3.76 5.72 -0.60
C -0.340 4.751 1.493 -0.29 -0.10 -2.14 0.77
O -0.132 4.198 0.391 0.85 0.93 2.44 -0.64
C -1.737 5.143 1.775 -1.94 1.56 4.64 -0.31
C -2.225 5.804 2.967 5.64 -1.52 -4.83 -0.85
C -1.167 6.526 3.759 -2.74 0.57 2.22 0.45
O -1.403 7.413 4.601 0.18 -1.39 -1.78 -0.53
H 1.027 6.474 4.271 -2.19 -1.01 -0.98 0.32
H 1.661 4.867 2.422 1.93 -0.46 -0.22 0.58
H -2.472 4.805 1.079 -0.27 -0.22 -0.45 0.36
H -3.207 6.042 2.953 -2.98 0.78 0.61 0.54
C -0.384 -4.004 0.620 3.22 -5.45 -1.47 0.34
C 0.621 -5.103 0.851 -3.28 3.11 -0.98 -0.96
C 1.445 -4.936 2.100 1.68 -1.66 2.39 0.48
O 2.360 -5.672 2.538 -1.65 0.57 -2.20 -0.60
C 1.134 -3.861 3.073 -4.95 4.26 0.27 -0.26
C 0.019 -2.921 2.791 6.17 -2.12 3.96 -0.27
C -0.690 -2.886 1.549 1.97 -3.39 0.63 0.39
O -1.433 -2.018 1.287 -3.18 2.48 -1.16 -0.40
H -0.941 -4.104 -0.360 0.38 0.37 1.38 0.42
H 0.712 -6.054 0.145 -0.02 2.48 1.62 0.30
H 1.594 -3.761 4.159 -0.50 -0.55 -2.84 0.31
H 0.052 -2.060 3.531 -1.00 -1.21 -1.18 0.58
C 0.727 -2.901 -4.044 -1.50 5.16 -1.88 -0.13
C -0.262 -1.719 -4.256 4.36 -5.94 0.95 -0.57
C -1.753 -2.078 -4.196 -1.23 4.85 -0.19 0.55
O -2.680 -1.210 -4.316 3.00 -1.87 0.14 -0.61
C -2.171 -3.401 -3.968 2.65 -7.27 1.29 -0.14
C -1.204 -4.537 -3.761 -3.95 2.94 -1.54 -0.31
C 0.341 -4.308 -3.785 -4.83 2.54 -0.43 0.32
O 1.073 -5.199 -3.609 2.57 -2.47 0.45 -0.51
H 1.874 -2.774 -4.275 -2.44 0.10 0.83 0.25
H 0.307 -0.779 -4.444 -1.42 -0.52 0.10 0.34
H -3.278 -3.637 -3.909 1.73 0.53 -0.34 0.52
H -1.676 -5.606 -3.787 1.27 2.10 0.51 0.28
C 4.228 1.757 -3.371 3.75 6.22 -1.53 -0.71
C 5.261 2.873 -3.730 -12.07 -0.68 5.24 -0.60
C 4.801 4.464 -3.484 1.71 -3.43 -1.08 0.33
O 5.538 5.347 -3.910 -2.07 -1.18 1.27 -0.51
C 3.419 4.491 -2.875 0.72 -8.39 -0.56 -0.95
C 2.524 3.363 -2.642 6.01 4.30 -1.39 -0.36
C 2.811 1.951 -2.867 4.60 3.70 -0.99 0.62
O 2.037 1.089 -2.764 -2.79 -3.26 0.35 -0.28
H 4.408 0.817 -3.754 0.78 -2.11 -0.42 0.46
H 6.104 2.644 -4.110 5.94 -1.55 -2.74 0.60
H 3.006 5.356 -2.887 -2.74 5.78 0.56 0.59
H 1.657 3.752 -2.342 -3.91 0.63 1.20 0.76
```
Forces are in eV/Å.



[2]
DFT (ωB97M-V/def2-TZVPD) results for a structure of composition C51H41BiBrI2N7O5P2S3Te at a distorted geometry.

Charge: -2
Calculated total energy in eV: -224685.1134
Gap between HOMO and LUMO in eV: 6.38

```
114
Properties=species:S:1:pos:R:3:forces:R:3:mulliken_charge:R:1
Bi 0.658 -0.255 -0.060 -1.47 0.38 0.89 1.82
C 1.108 2.522 2.101 -0.17 0.07 -0.35 -1.79
P -0.342 1.395 2.344 0.58 0.58 0.48 1.65
C -1.716 2.584 2.545 -0.17 -0.24 -0.16 0.06
C -2.914 2.138 3.110 0.01 0.08 -0.02 -0.26
C -3.978 3.008 3.286 -0.01 0.01 0.01 -0.59
C -3.867 4.333 2.878 0.02 -0.01 -0.02 -0.73
C -2.703 4.767 2.263 0.03 -0.01 -0.01 -0.60
C -1.633 3.895 2.087 -0.01 0.02 0.07 -0.82
C 0.011 0.859 4.071 -0.12 -0.18 -0.05 0.58
C -0.624 1.351 5.209 0.11 0.01 -0.01 -0.61
C -0.291 0.860 6.467 0.00 0.00 0.00 -0.78
C 0.670 -0.130 6.603 0.00 -0.03 -0.04 -0.62
C 1.316 -0.621 5.475 0.00 0.07 0.03 -0.62
C 0.990 -0.127 4.222 -0.04 -0.05 0.03 -0.16
C 1.221 2.925 0.658 0.12 -0.04 -0.22 -0.07
C 1.550 4.152 0.125 0.00 -0.02 0.08 -0.98
C 1.438 4.032 -1.288 -0.02 0.09 0.03 -1.09
C 1.032 2.744 -1.554 0.01 -0.04 0.04 -0.45
C 0.605 2.126 -2.855 -0.30 -0.05 0.55 -0.58
P -1.225 1.663 -2.735 0.52 0.19 -0.48 0.87
C -1.938 3.132 -3.595 -0.04 -0.01 0.10 0.85
C -2.780 3.042 -4.700 0.02 0.07 -0.02 -0.76
C -3.302 4.190 -5.287 -0.01 -0.04 0.03 -0.67
C -2.995 5.442 -4.777 0.00 0.02 0.03 -0.56
C -2.169 5.543 -3.663 0.00 -0.06 -0.01 -0.82
C -1.655 4.398 -3.070 -0.05 0.02 -0.08 -0.40
C -1.420 0.340 -3.985 -0.07 -0.08 0.06 0.20
C -0.360 -0.148 -4.745 0.00 0.08 -0.06 -0.38
C -0.512 -1.294 -5.517 0.05 -0.02 -0.01 -0.71
C -1.729 -1.955 -5.557 -0.01 0.03 0.00 -0.53
C -2.812 -1.443 -4.852 0.04 0.05 0.01 -0.78
C -2.656 -0.310 -4.066 0.10 -0.08 0.00 -0.23
N 0.920 2.048 -0.370 -0.16 0.26 0.15 1.28
H 1.974 1.960 2.444 0.11 -0.06 0.08 0.91
H 1.022 3.401 2.743 -0.05 0.01 0.00 0.50
H -3.006 1.106 3.430 -0.03 0.00 -0.01 0.48
H -4.900 2.653 3.732 0.05 -0.01 0.02 0.42
H -4.694 5.019 3.023 0.01 -0.04 -0.03 0.32
H -2.627 5.785 1.899 0.01 -0.04 0.04 0.39
H -0.737 4.238 1.581 -0.05 0.01 0.02 0.22
H -1.373 2.125 5.124 -0.03 0.02 0.00 0.39
H -0.788 1.253 7.347 -0.01 0.00 -0.05 0.42
H 0.910 -0.526 7.583 0.00 0.02 -0.03 0.39
H 2.069 -1.394 5.574 -0.03 0.03 -0.04 0.47
H 1.494 -0.522 3.348 -0.01 -0.01 -0.01 -0.10
H 1.828 5.031 0.693 -0.02 -0.09 -0.08 0.55
H 1.628 4.804 -2.023 -0.07 -0.08 0.04 0.48
H 1.201 1.234 -3.047 -0.07 -0.04 -0.13 -0.37
H 0.742 2.817 -3.682 0.16 0.00 -0.05 0.66
H -3.019 2.071 -5.117 0.02 0.02 -0.01 0.32
H -3.949 4.103 -6.153 0.02 -0.01 0.03 0.41
H -3.397 6.336 -5.241 0.01 -0.04 0.02 0.35
H -1.926 6.517 -3.254 0.00 -0.04 0.00 0.42
H -1.014 4.487 -2.200 0.00 0.00 0.00 0.29
H 0.600 0.354 -4.750 -0.06 -0.12 0.02 0.29
H 0.342 -1.674 -6.068 -0.04 0.03 0.04 0.39
H -1.832 -2.872 -6.126 -0.01 0.06 -0.01 0.38
H -3.772 -1.943 -4.887 0.02 0.00 0.02 0.40
H -3.492 0.057 -3.485 -0.02 -0.03 0.08 0.41
S 3.082 0.165 1.002 0.16 -0.07 0.21 -0.53
C 3.826 -1.378 1.256 -0.12 0.01 0.01 0.74
C 5.040 -1.316 2.032 0.13 0.00 0.04 -0.37
N 6.005 -1.227 2.654 -0.19 -0.02 -0.11 -0.53
C 3.393 -2.582 0.798 -0.08 -0.02 0.12 0.80
S 1.946 -2.834 -0.179 0.12 -0.47 0.54 -0.41
C 4.098 -3.779 1.159 0.08 -0.12 -0.05 -0.28
N 4.634 -4.757 1.449 -0.10 0.21 -0.06 -0.52
I 2.430 -1.321 -2.098 1.11 -0.55 -1.74 0.33
I 3.523 -0.084 -4.595 -0.05 0.19 -0.02 -0.52
Br -3.986 -7.333 -1.355 0.01 -0.06 0.03 -0.22
C -3.684 -5.581 -0.704 -0.04 0.04 -0.03 0.02
C -4.498 -5.072 0.296 0.03 0.23 0.06 -0.41
N -4.387 -3.814 0.723 0.00 -0.06 -0.09 -0.53
C -3.436 -3.054 0.179 -0.18 -0.11 0.05 -0.04
C -2.529 -3.511 -0.766 -0.03 0.04 0.09 0.15
C -2.671 -4.809 -1.233 0.06 -0.01 -0.03 -0.45
C -1.362 -2.657 -1.205 0.27 0.29 -0.33 0.41
O -0.397 -3.229 -1.726 -0.17 0.14 0.13 -0.88
O -1.459 -1.399 -0.975 0.23 -0.20 0.22 -0.27
H -5.257 -5.686 0.766 0.01 -0.01 -0.05 0.40
H -3.380 -2.026 0.513 0.07 0.01 0.05 0.41
H -1.994 -5.185 -1.989 0.04 0.00 0.05 0.60
O -4.365 -8.860 5.989 -0.04 0.00 0.02 -0.69
S -3.039 -8.309 5.783 0.01 0.07 -0.03 1.18
O -2.445 -8.610 4.500 0.01 0.01 -0.02 -0.66
O -2.140 -8.429 6.922 0.01 -0.07 0.01 -0.70
C -3.295 -6.501 5.781 0.12 0.15 0.17 0.08
N -4.070 -6.023 6.762 -0.03 0.02 -0.12 -0.49
C -4.148 -4.706 6.866 0.02 -0.10 -0.02 -0.40
C -3.470 -3.845 6.018 -0.01 0.12 0.03 -0.77
C -2.710 -4.437 5.022 -0.05 -0.04 0.00 0.12
N -2.618 -5.760 4.906 0.00 -0.07 0.03 -0.42
C -1.949 -3.619 4.041 0.06 -0.11 -0.02 1.04
C -2.413 -2.381 3.618 -0.10 0.01 0.08 -0.77
C -1.680 -1.673 2.689 0.07 0.13 -0.15 -0.53
N -0.511 -2.080 2.197 -0.02 -0.12 -0.07 1.49
C -0.068 -3.272 2.607 -0.06 0.01 0.08 -0.67
C -0.753 -4.081 3.502 -0.02 0.03 0.02 -1.19
H -4.772 -4.323 7.670 0.03 0.02 -0.02 0.40
H -3.511 -2.770 6.145 -0.03 -0.05 -0.01 0.47
H -3.351 -1.986 3.989 0.01 -0.02 -0.10 0.53
H -2.054 -0.732 2.295 -0.02 0.01 0.01 0.15
H 0.884 -3.601 2.208 -0.02 0.01 -0.05 0.30
H -0.378 -5.056 3.786 0.00 0.05 -0.04 0.65
C -5.465 0.579 0.413 0.02 0.04 0.01 -1.28
Te -3.547 0.993 -0.514 -0.54 -0.12 0.24 0.82
C -3.995 3.085 -0.624 0.07 0.13 -0.07 -1.00
H -5.669 1.295 1.214 0.10 -0.06 -0.05 0.26
H -5.462 -0.432 0.826 0.08 0.05 -0.04 0.37
H -6.252 0.642 -0.338 0.04 0.02 0.04 0.40
H -4.617 3.317 -1.489 0.03 -0.09 0.04 0.54
H -3.051 3.624 -0.717 -0.07 -0.04 0.02 -0.02
H -4.495 3.402 0.291 0.08 -0.11 -0.04 0.39
```
Forces are in eV/Å.